1.
# C7H18N6O

A molecular structure, C7H18N6O in a non-equilibrium geometry (ωB97M-V with the def2-TZVPD basis set, the OMol25 dataset).

Element x y z (Å)
C (-1.128, -0.611, -0.542)
C (0.754, -1.115, -2.910)
C (0.223, -0.308, -0.229)
C (-0.306, 1.017, -3.103)
C (-2.040, -0.194, 3.377)
C (1.957, 1.264, 0.394)
C (2.187, 1.486, 1.852)
N (-1.986, -0.764, 0.387)
N (1.759, -0.798, -3.646)
N (-1.277, -0.944, -1.886)
N (0.982, 0.575, 0.038)
N (-0.271, -0.280, -2.649)
N (-1.071, -1.202, 2.850)
O (1.211, 0.797, 2.647)
H (0.878, -2.113, -2.489)
H (0.551, 1.312, -3.598)
H (-1.149, 1.118, -3.850)
H (-0.482, 1.716, -2.308)
H (-1.861, -0.251, 4.460)
H (-1.717, 0.720, 2.776)
H (-3.034, -0.370, 3.063)
H (2.535, -1.398, -3.957)
H (2.828, 1.548, -0.266)
H (2.134, 2.515, 2.261)
H (3.261, 1.220, 1.926)
H (-2.758, -1.387, 0.243)
H (1.748, 0.062, -4.137)
H (-2.366, -0.793, -2.062)
H (-1.293, -2.113, 3.254)
H (-0.082, -0.958, 3.123)
H (-1.326, -0.970, 1.468)
H (1.141, 1.221, 3.513)

Cartesian forces, eV/Å:
C 2.1 0.5 -0.7
C -0.4 -0.5 0.4
C -1.3 -1.4 0.1
C -3.8 2.1 -1.1
C 2.8 0.9 -0.5
C 1.6 1.2 0.6
C -0.1 1.0 1.3
N 0.7 -0.3 1.7
N 1.4 0.3 -1.2
N -3.0 1.3 0.4
N 0.6 0.5 -0.5
N 0.9 -5.0 0.4
N 0.6 0.0 -1.0
O 0.6 -0.5 -0.5
H -1.1 0.2 0.3
H 1.8 0.5 -0.9
H 0.8 0.1 0.7
H -0.1 0.4 0.5
H -0.8 1.1 -0.3
H -0.5 -0.5 1.7
H -1.0 -0.7 0.0
H -0.8 -0.1 0.8
H -1.5 -0.2 0.3
H 0.3 0.0 -1.2
H -0.4 -0.5 0.8
H -0.6 -0.1 -0.2
H 0.2 0.9 -0.5
H 3.1 -0.2 -1.0
H 0.2 0.0 -0.4
H -1.5 -0.2 -0.4
H -1.1 -0.5 0.8
H 0.2 0.0 -0.2

E_tot = -680.5541 Eh
Charge = +2
Energy relative to the best compared isomer or geometry (same formula, charge and spin) = 202.5 kJ/mol
HOMO level = -15.11 eV
HOMO-LUMO gap = 8.6 eV
LUMO = -6.5 eV
Maximum force = 5.1 eV Å⁻¹

The net atomic charges from Mulliken, expressed in e, are:
1 C 0.35
2 C 0.36
3 C -0.18
4 C -0.98
5 C -0.86
6 C -0.15
7 C -0.39
8 N -0.42
9 N -0.22
10 N -0.53
11 N 0.01
12 N 0.12
13 N -0.52
14 O -0.48
15 H 0.42
16 H 0.41
17 H 0.32
18 H 0.36
19 H 0.38
20 H 0.30
21 H 0.33
22 H 0.29
23 H 0.32
24 H 0.36
25 H 0.28
26 H 0.25
27 H 0.11
28 H 0.41
29 H 0.29
30 H 0.28
31 H 0.44
32 H 0.32

---

2.
# C13H31Cl2CrOP

A molecular structure, C13H31Cl2CrOP in a non-equilibrium geometry (ωB97M-V with the def2-TZVPD basis set, the OMol25 dataset).

Element x y z (Å)
Cr (0.382, 0.150, 2.038)
Cl (-0.843, 1.974, 1.633)
Cl (2.049, -1.289, 2.227)
H (0.173, -0.356, 0.339)
H (0.829, 0.172, 0.328)
P (0.094, 0.076, -2.956)
C (0.430, 1.880, -2.777)
C (1.467, -1.147, -2.702)
C (-1.646, -0.128, -2.340)
C (1.174, 2.281, -1.507)
H (-0.580, 2.331, -2.722)
C (1.126, 2.395, -4.049)
H (2.125, 1.956, -4.166)
H (1.244, 3.482, -4.003)
H (0.534, 2.156, -4.937)
H (0.540, 2.193, -0.615)
H (1.473, 3.335, -1.601)
H (2.079, 1.685, -1.348)
H (-1.844, 0.801, -1.774)
C (-1.937, -1.309, -1.419)
C (-2.538, -0.169, -3.599)
H (-2.633, 0.828, -4.040)
H (-3.543, -0.531, -3.359)
H (-2.107, -0.840, -4.354)
H (-1.229, -1.379, -0.581)
H (-1.957, -2.252, -1.978)
H (-2.939, -1.160, -0.990)
C (2.748, -0.620, -2.046)
H (1.720, -1.356, -3.762)
C (1.003, -2.479, -2.088)
H (3.109, 0.291, -2.536)
H (3.538, -1.377, -2.161)
H (2.616, -0.447, -0.970)
H (0.912, -2.404, -0.994)
H (1.750, -3.253, -2.310)
H (0.052, -2.814, -2.517)
C (-0.938, 0.431, 6.289)
C (-1.242, -1.042, 5.939)
C (-0.438, -1.298, 4.661)
O (-0.247, -0.004, 4.030)
C (-0.395, 1.058, 4.999)
H (-1.817, 0.957, 6.667)
H (-0.161, 0.477, 7.058)
H (-2.311, -1.172, 5.723)
H (-0.970, -1.741, 6.730)
H (0.558, -1.711, 4.881)
H (-0.935, -1.957, 3.940)
H (-1.065, 1.810, 4.568)
H (0.591, 1.518, 5.153)

Cartesian forces, eV/Å:
Cr -0.4 -0.3 -1.1
Cl -0.8 1.2 0.1
Cl 1.2 -1.1 0.5
H -0.4 -0.3 0.5
H 0.5 0.5 0.1
P -0.9 0.2 -2.3
C 0.4 0.0 0.4
C 0.4 -0.2 0.2
C 0.2 0.0 0.6
C 0.1 0.5 0.2
H 0.3 -0.3 -0.2
C -0.1 0.1 0.1
H -0.2 0.0 0.0
H 0.1 0.0 0.1
H 0.1 -0.1 0.1
H 0.2 -0.1 -0.2
H 0.0 -0.1 0.2
H -0.3 0.3 0.0
H 0.0 -0.4 -0.1
C -0.3 0.0 0.2
C 0.0 0.0 0.1
H 0.1 -0.1 -0.1
H -0.1 0.1 0.1
H -0.1 0.2 0.2
H -0.3 0.0 -0.3
H 0.1 0.1 0.1
H 0.2 -0.1 0.0
C 0.1 -0.3 0.2
H -0.1 0.0 0.5
C 0.2 0.1 0.1
H -0.1 -0.1 0.1
H -0.1 0.1 0.0
H 0.0 0.1 -0.2
H -0.1 0.0 -0.3
H -0.1 0.1 0.1
H 0.2 0.1 0.1
C 0.4 -0.3 0.1
C -0.4 0.3 -0.6
C 0.6 0.1 0.0
O -0.6 -0.2 0.9
C 0.0 0.1 -0.3
H 0.1 -0.1 -0.1
H -0.1 0.0 0.0
H 0.2 0.1 0.1
H 0.0 0.1 0.0
H -0.2 0.1 -0.1
H 0.1 0.3 0.1
H 0.2 -0.2 0.0
H -0.2 -0.1 -0.1

E_tot = -2895.3597 Eh
Charge = -1
Energy relative to the best compared isomer or geometry (same formula, charge and spin) = 131.2 kJ/mol
HOMO level (spin up / spin down) = -3.41 / -0.92 eV
HOMO-LUMO gap (spin up / spin down) = 6.3 / 3.8 eV
2S+1 = 4
LUMO (spin up / spin down) = 2.9 / 2.9 eV
Maximum force = 2.5 eV Å⁻¹

The net atomic charges from Mulliken, expressed in e, are:
1 Cr -0.29
2 Cl -0.71
3 Cl -0.62
4 H -0.07
5 H 0.76
6 P -0.21
7 C 0.58
8 C 0.76
9 C 0.74
10 C -0.86
11 H 0.26
12 C -1.59
13 H 0.25
14 H 0.45
15 H 0.45
16 H -0.15
17 H 0.45
18 H 0.19
19 H 0.27
20 C -1.79
21 C -1.47
22 H 0.33
23 H 0.45
24 H 0.35
25 H 0.10
26 H 0.35
27 H 0.41
28 C -1.48
29 H 0.34
30 C -1.47
31 H 0.30
32 H 0.46
33 H 0.20
34 H 0.22
35 H 0.46
36 H 0.34
37 C -0.46
38 C -0.48
39 C -0.54
40 O 0.07
41 C -0.60
42 H 0.28
43 H 0.25
44 H 0.27
45 H 0.31
46 H 0.32
47 H 0.26
48 H 0.28
49 H 0.28

---

3.
# CH5N4

2 unconnected molecules or ions with the total composition CH5N4 in a non-equilibrium geometry (ωB97M-V with the def2-TZVPD basis set, the OMol25 dataset).

Element x y z (Å)
C (1.075, 1.157, 0.663)
N (0.041, 1.121, 0.082)
N (-1.507, -1.823, -0.914)
N (2.206, 0.990, 1.197)
N (-1.774, -0.641, -0.770)
H (-2.051, -2.512, -1.561)
H (-0.783, 0.339, -0.272)
H (2.645, 1.543, 1.933)
H (-2.676, -0.447, -1.230)
H (2.824, 0.274, 0.871)

Cartesian forces, eV/Å:
C -4.7 -0.7 -2.4
N 2.7 -0.4 1.2
N 1.9 -1.8 -0.3
N 2.4 0.6 1.5
N -1.4 -0.8 -1.1
H -0.1 2.0 1.3
H -0.3 0.4 0.5
H -0.8 0.2 -0.2
H 0.1 1.1 0.0
H 0.1 -0.5 -0.6

E_tot = -259.7702 Eh
Charge = +1
Energy relative to the best compared isomer or geometry (same formula, charge and spin) = 108.9 kJ/mol
HOMO level = -14.61 eV
HOMO-LUMO gap = 10.3 eV
LUMO = -4.3 eV
Maximum force = 5.3 eV Å⁻¹

The net atomic charges from Mulliken, expressed in e, are:
1 C 0.51
2 N -0.27
3 N -0.31
4 N -0.35
5 N -0.09
6 H 0.30
7 H 0.46
8 H 0.27
9 H 0.21
10 H 0.26